{"formula": "C3H6O3", "method": "ωB97M-V/def2-TZVPD", "symbols": ["O", "C", "C", "H", "H", "H", "H", "O", "C", "O", "H", "H"], "positions_angstrom": [[2.609309, -0.452589, -1.202405], [1.512216, -0.253312, -1.748834], [0.691174, 1.048653, -1.884195], [0.851295, -1.128875, -1.988774], [1.410540, 1.799774, -1.866912], [0.345222, 1.108886, -2.973581], [-0.152765, 1.558686, -1.405713], [-1.905200, 0.390764, 1.903225], [-1.283676, -0.637630, 2.229634], [-1.621518, -1.482863, 3.306489], [-0.301254, -0.931202, 1.589989], [-2.155342, -1.020292, 4.041078]], "forces_ev_per_a": [[-3.18, 0.83, -2.15], [-0.15, 0.06, 3.03], [0.70, 0.46, -3.21], [0.82, -0.32, -0.29], [1.63, 1.46, 0.31], [0.41, -0.83, 1.09], [-0.28, -1.63, 1.22], [2.06, -3.38, 1.17], [-1.22, 1.99, -0.18], [0.60, 2.02, -0.87], [-2.26, -0.10, 1.89], [0.87, -0.56, -2.02]], "orbital_gap_ev": [6.57, 3.37], "homo_ha": [-0.5076, -0.5076], "lumo_ha": [-0.2661, -0.3838], "multiplicity": 2, "s_squared": 0.76, "total_charge": 1, "molar_mass_g_mol": 90.08}